Molecular formula: CN4S2
Method: DFT, the ωB97M-V functional and the def2-TZVPD basis

Structure (XYZ):
```
7
Properties=species:S:1:pos:R:3:forces:R:3:lowdin_charge:R:1
C -0.380 -0.688 -1.018 -1.13 -0.59 1.20 -0.486
N 1.779 1.214 -0.264 1.15 0.66 -0.66 0.272
N 0.943 0.818 0.347 2.02 1.18 -0.80 -0.228
N 0.057 0.399 1.031 -1.42 0.15 3.58 0.010
N -0.659 -0.475 0.301 0.14 -1.08 -3.88 -0.727
S -1.834 -1.636 -1.327 0.11 0.19 0.60 0.548
S -2.147 -1.125 0.703 -0.86 -0.51 -0.05 0.611
```
Forces are in eV/Å.

Summary:
**E**: -1053.3028 Ha
**Energy relative to the best compared isomer or geometry (same formula, charge and spin)**: 266.8 kJ/mol
**Molar mass**: 132.17 g mol⁻¹

---

Molecular formula: CH2N2O3
Method: DFT, the ωB97M-V functional and the def2-TZVPD basis

Structure (XYZ):
```
8
Properties=species:S:1:pos:R:3:forces:R:3:lowdin_charge:R:1
C 1.215 -0.051 0.108 1.01 -1.36 -0.61 0.114
N 0.118 -0.632 -0.013 -3.36 -0.95 0.29 -0.254
O -0.333 -1.732 0.018 0.36 -2.11 -0.46 0.047
N -1.194 0.362 -0.131 0.98 7.03 0.85 -0.104
O -0.689 1.916 -0.145 -2.63 -6.08 -0.10 -0.163
O -2.263 -0.091 -0.040 2.28 0.70 -0.43 0.196
H 2.021 -0.721 -0.069 0.94 0.01 0.42 0.115
H 1.126 0.948 0.274 0.43 2.78 0.04 0.050
```
Forces are in eV/Å.

Summary:
**E**: -374.2218 Ha
**Energy relative to the best compared isomer or geometry (same formula, charge and spin)**: 675.7 kJ/mol
**Molar mass**: 90.04 g mol⁻¹
**SMILES string**: C=[N+]([O-])[N+](=O)[O-]

---

Molecular formula: C4H7NO2
Method: DFT, the ωB97M-V functional and the def2-TZVPD basis

Structure (XYZ):
```
14
Properties=species:S:1:pos:R:3:forces:R:3:lowdin_charge:R:1
O 1.087 1.418 0.673 0.13 0.09 -0.36 -0.019
C 0.742 0.044 0.628 -0.21 -0.33 -0.02 -0.343
C 0.770 -0.611 -0.787 0.25 0.00 0.36 -0.161
N -0.510 -0.684 -1.488 -0.02 0.68 0.04 0.056
C -1.448 0.041 -1.043 0.14 -0.15 -0.27 -0.238
O -1.573 0.557 0.196 -0.06 -0.06 -0.12 -0.035
C -0.687 -0.048 1.137 0.09 -0.03 0.12 -0.131
H 1.631 1.638 -0.091 -0.01 -0.03 0.10 0.090
H 1.388 -0.505 1.334 -0.05 0.03 -0.31 0.143
H 1.257 -1.590 -0.725 -0.34 0.02 -0.02 0.112
H 1.387 -0.035 -1.497 0.14 0.00 0.48 0.119
H -2.251 0.370 -1.702 -0.21 -0.34 0.26 0.132
H -0.970 -1.100 1.299 0.02 0.18 -0.14 0.140
H -0.824 0.505 2.067 0.13 -0.05 -0.11 0.134
```
Forces are in eV/Å.

Summary:
**E**: -361.8175 Ha
**Energy relative to the best compared isomer or geometry (same formula, charge and spin)**: 166.4 kJ/mol
**Molar mass**: 101.10 g mol⁻¹
**SMILES string**: O[C@@H]1CN=COC1

---

Molecular formula: C32H34N6O11Sr
Method: DFT, the ωB97M-V functional and the def2-TZVPD basis

Structure (XYZ):
```
84
Properties=species:S:1:pos:R:3:forces:R:3:lowdin_charge:R:1
N -22.264 -17.315 10.184 -0.93 0.20 -0.21 0.294
H -21.920 -16.746 10.955 0.36 -0.11 -0.07 0.152
H -23.104 -17.820 10.486 0.09 -0.19 -0.04 0.134
H -21.596 -17.949 9.670 1.07 -0.79 -0.18 0.063
H -22.564 -16.730 9.407 -0.38 0.41 0.44 0.116
Sr -20.554 -16.898 6.495 1.01 -2.43 0.81 1.722
C -20.227 -20.975 9.020 -0.26 -0.31 -0.07 -0.062
C -19.718 -19.550 9.043 0.51 -0.28 -0.34 -0.394
O -20.587 -18.616 8.401 -0.79 1.91 -0.46 -0.521
H -21.238 -21.143 9.400 -0.16 0.34 -0.29 0.053
H -19.637 -21.668 9.624 0.39 0.26 -0.06 0.078
H -20.123 -21.278 7.978 -0.49 -0.48 0.11 0.063
H -18.791 -19.640 8.463 0.26 0.50 0.23 0.095
H -19.437 -19.240 10.056 -0.15 0.24 0.01 0.096
C -23.420 -23.508 8.406 -1.47 -0.63 -0.88 -0.092
C -23.546 -24.687 7.679 1.36 -1.11 0.85 -0.063
C -23.132 -25.898 8.273 -0.70 0.62 -0.13 0.021
C -22.864 -25.938 9.639 0.17 0.70 -1.05 -0.123
C -22.864 -24.761 10.390 -0.85 -0.65 0.26 0.009
C -23.192 -23.573 9.773 1.06 0.65 -0.36 -0.096
N -22.516 -27.220 10.253 0.38 -0.66 0.34 -0.358
O -22.340 -28.192 9.548 -0.20 0.38 -0.47 0.100
O -22.402 -27.237 11.455 -0.09 0.34 0.53 0.099
H -23.734 -22.631 7.852 0.24 0.44 0.51 0.084
H -23.849 -24.773 6.645 -0.01 0.52 -0.07 0.106
H -23.102 -26.760 7.623 0.02 -0.34 0.45 0.123
H -22.780 -24.763 11.467 0.40 -0.31 -0.04 0.126
H -23.091 -22.666 10.357 -0.26 0.04 0.04 0.087
C -20.977 -23.289 4.993 -1.64 -0.76 0.09 -0.039
C -21.630 -22.102 5.323 0.67 0.93 0.39 -0.044
C -20.871 -20.957 5.432 0.53 0.67 -1.08 -0.034
C -19.517 -21.006 5.082 -0.29 0.14 0.45 -0.143
C -18.913 -22.186 4.711 0.74 -1.25 0.14 0.028
C -19.661 -23.366 4.619 0.12 1.03 0.89 -0.010
N -18.650 -19.831 5.323 -0.10 -2.40 -0.08 -0.302
O -17.480 -20.053 5.421 -0.15 1.19 0.00 0.168
O -19.189 -18.720 5.445 -0.30 1.37 0.25 -0.175
H -21.561 -24.198 5.099 0.08 -0.06 -0.28 0.117
H -22.672 -21.982 5.582 -0.09 -0.66 -0.06 0.109
H -21.279 -19.986 5.680 -0.26 -0.20 0.23 0.090
H -17.840 -22.315 4.675 0.03 0.51 -0.37 0.133
H -19.205 -24.335 4.490 0.18 0.12 -0.31 0.130
C -15.031 -19.521 9.599 -0.04 1.22 -0.38 -0.077
C -14.945 -20.154 8.362 0.20 -0.78 1.06 -0.050
C -15.598 -21.390 8.157 0.32 0.60 -0.58 0.001
C -16.358 -21.938 9.187 0.09 1.72 0.65 -0.132
C -16.515 -21.155 10.342 -0.93 -1.84 0.73 -0.028
C -15.875 -19.969 10.580 -0.34 -0.48 -0.28 -0.075
N -17.179 -23.164 9.097 -0.60 -0.55 -0.89 -0.349
O -17.555 -23.731 10.101 0.50 0.65 0.26 0.095
O -17.517 -23.533 7.978 0.51 0.51 -0.03 0.057
H -14.561 -18.569 9.819 0.43 -0.09 -0.48 0.113
H -14.239 -19.736 7.660 -0.26 -0.20 -0.42 0.111
H -15.484 -21.810 7.167 -0.16 -0.51 0.20 0.116
H -17.163 -21.565 11.110 -0.03 -0.02 -0.01 0.119
H -16.070 -19.404 11.480 0.16 -0.08 0.09 0.109
C -24.354 -19.943 9.103 0.02 0.69 0.26 -0.091
C -25.308 -20.528 9.951 1.24 0.85 -1.06 -0.030
C -26.557 -19.926 10.064 0.12 -0.90 0.32 0.037
C -26.839 -18.735 9.400 1.34 -0.58 -0.34 -0.129
C -25.881 -18.137 8.585 -0.37 0.18 0.58 0.002
C -24.627 -18.723 8.493 -0.60 -0.20 -0.60 -0.132
N -28.102 -18.061 9.613 -1.42 0.47 0.97 -0.357
O -28.782 -18.471 10.529 0.11 -0.52 0.09 0.115
O -28.405 -17.091 8.955 0.67 0.07 -0.74 0.103
H -23.370 -20.346 8.894 -0.06 -0.40 0.36 0.083
H -24.954 -21.400 10.481 -0.78 -0.27 0.11 0.100
H -27.261 -20.504 10.647 -0.45 0.66 0.12 0.136
H -26.142 -17.214 8.085 0.02 -0.01 -0.04 0.122
H -23.917 -18.290 7.798 0.20 0.00 -0.04 0.082
C -18.241 -16.542 11.958 0.17 -0.71 -0.41 -0.112
C -18.198 -17.335 13.092 -0.15 0.50 -0.18 -0.077
C -17.336 -16.963 14.099 -0.08 -0.45 1.31 0.001
C -16.467 -15.889 13.983 -0.14 -0.86 -0.93 -0.127
C -16.382 -15.230 12.771 0.18 0.34 -0.04 0.014
C -17.289 -15.564 11.772 0.08 0.66 -0.10 -0.081
N -15.582 -15.599 15.112 0.17 1.02 2.21 -0.342
O -14.882 -14.607 15.104 -0.02 0.06 -1.41 0.103
O -15.678 -16.276 16.122 -0.38 -0.76 -0.78 0.088
H -18.942 -16.791 11.168 0.04 0.06 -0.13 0.075
H -18.832 -18.207 13.177 -0.06 0.06 0.25 0.107
H -17.370 -17.491 15.044 0.22 -0.04 -0.08 0.128
H -15.640 -14.468 12.577 0.02 0.03 0.25 0.129
H -17.244 -15.016 10.839 -0.01 0.02 0.01 0.103
```
Forces are in eV/Å.

Summary:
**Net charge**: +2
**E**: -2425.6085 Ha
**Energy relative to the best compared isomer or geometry (same formula, charge and spin)**: 415.9 kJ/mol
**Molar mass**: 766.28 g mol⁻¹

---

Molecular formula: C4H9N2
Method: DFT, the ωB97M-V functional and the def2-TZVPD basis

Structure (XYZ):
```
15
Properties=species:S:1:pos:R:3:forces:R:3:lowdin_charge:R:1
C -2.267 -1.375 1.602 -0.11 -0.29 0.14 -0.048
C -1.664 -0.133 1.084 1.66 0.64 -0.64 -0.128
N -0.553 -0.140 0.458 0.08 -0.41 0.17 0.087
C 0.313 0.365 -0.425 0.30 0.27 -0.92 -0.135
C 1.674 0.583 -0.459 -2.02 -0.42 1.40 -0.111
N 2.321 0.926 -1.731 -0.04 -0.16 0.00 0.161
H -1.899 -2.250 1.075 0.02 -0.01 -0.05 0.089
H -3.351 -1.318 1.550 -0.09 -0.03 -0.01 0.087
H -2.002 -1.482 2.657 -0.04 0.06 0.04 0.099
H -2.160 0.810 1.317 -0.01 0.11 -0.01 0.134
H -0.175 0.488 -1.400 -0.01 0.04 0.04 0.134
H 2.318 0.492 0.395 0.29 0.00 -0.03 0.109
H 1.626 1.308 -2.386 0.36 -0.06 0.07 0.169
H 2.762 0.098 -2.164 -0.11 0.37 0.03 0.178
H 3.056 1.629 -1.574 -0.28 -0.13 -0.22 0.176
```
Forces are in eV/Å.

Summary:
**Net charge**: +1
**E**: -267.0093 Ha
**Energy relative to the best compared isomer or geometry (same formula, charge and spin)**: 236.3 kJ/mol
**Molar mass**: 85.13 g mol⁻¹
**SMILES string**: C/C=N/C=C/[NH3+]

---

Molecular formula: C3H14O3
Method: DFT, the ωB97M-V functional and the def2-TZVPD basis

Structure (XYZ):
```
20
Properties=species:S:1:pos:R:3:forces:R:3:lowdin_charge:R:1
C 0.158 -0.679 -1.385 1.74 -0.58 -0.09 -0.107
C 1.371 -0.503 -0.454 -0.01 0.83 0.89 -0.290
C 1.376 0.918 0.148 -0.72 0.00 -1.15 -0.129
H -0.682 -0.113 -1.017 -0.24 0.21 -0.26 0.039
H -0.048 -1.744 -1.510 -0.29 0.03 0.07 0.075
H 0.552 -0.354 -2.350 -0.82 0.37 -0.20 0.081
H 2.305 -0.579 -1.004 0.04 -0.61 -0.03 0.099
H 1.334 -1.212 0.372 0.36 -0.33 -0.21 0.070
H 2.313 1.318 0.525 0.08 -0.43 0.40 0.075
H 1.096 1.557 -0.689 0.10 0.32 0.03 0.060
H 0.526 1.034 0.820 0.25 0.20 0.32 0.049
O 0.149 -1.029 2.659 -0.20 0.13 0.03 -0.052
H 0.337 -1.858 2.213 0.06 0.01 -0.02 0.033
H 0.471 -0.333 2.071 0.01 -0.21 0.12 -0.007
O -1.209 2.305 -0.483 0.65 -0.73 -0.56 -0.052
H -2.143 2.127 -0.604 -0.16 0.65 0.44 0.047
H -0.985 3.079 0.033 -0.77 0.17 0.09 0.046
O -2.664 -1.328 0.145 -0.67 0.03 0.12 -0.057
H -2.287 -1.140 1.013 0.34 -0.09 -0.33 0.031
H -1.969 -1.466 -0.501 0.25 0.03 0.35 -0.010
```
Forces are in eV/Å.

Summary:
**E**: -348.3870 Ha
**Energy relative to the best compared isomer or geometry (same formula, charge and spin)**: 80.1 kJ/mol
**Molar mass**: 98.14 g mol⁻¹
**SMILES string**: CCC.O.O.O

---

Molecular formula: C3H2FFeO2
Method: DFT, the ωB97M-V functional and the def2-TZVPD basis

Structure (XYZ):
```
9
Properties=species:S:1:pos:R:3:forces:R:3:lowdin_charge:R:1
O -0.128 -1.917 0.509 -0.41 0.01 -0.49 0.126
H -0.596 1.930 -0.539 -0.06 0.86 -0.13 0.264
O -1.078 0.059 -1.135 1.23 1.27 0.52 0.194
C -0.392 0.845 -0.507 -2.01 0.51 -1.07 0.162
C 0.633 0.384 0.517 1.87 1.17 2.41 -0.141
C 0.277 -0.969 1.097 0.19 -0.63 0.85 0.195
F 0.839 1.319 1.463 -0.49 -1.30 -1.55 0.251
Fe -1.105 -1.874 -1.297 -0.50 -2.05 -0.34 1.685
H 1.551 0.224 -0.108 0.17 0.17 -0.20 0.264
```
Forces are in eV/Å.

Summary:
**Net charge**: +3
**E**: -1627.8758 Ha
**Molar mass**: 144.89 g mol⁻¹
**Spin multiplicity**: 7

---

Molecular formula: C4H7NO2
Method: DFT, the ωB97M-V functional and the def2-TZVPD basis

Structure (XYZ):
```
14
Properties=species:S:1:pos:R:3:forces:R:3:lowdin_charge:R:1
C 0.537 -2.265 -0.025 -0.01 0.11 -0.38 0.034
C 0.277 -0.957 0.134 0.23 -0.25 0.10 -0.491
N -0.474 -0.544 1.222 -0.21 -0.04 0.11 0.120
O 0.868 -0.007 -0.639 0.09 -0.06 -0.04 -0.041
C 0.626 1.360 -0.382 0.05 0.14 0.12 -0.154
C -0.724 1.834 -0.911 0.07 0.49 0.11 -0.228
O -1.146 2.942 -0.678 0.16 -0.79 -0.19 0.058
H 1.414 -2.670 -0.498 -0.08 0.24 -0.52 0.049
H -0.221 -2.959 0.291 0.12 -0.19 0.55 0.045
H -0.651 -1.370 1.777 -0.34 0.45 0.23 0.096
H -1.238 0.119 1.168 0.07 -0.19 -0.25 0.096
H 0.697 1.607 0.685 0.01 -0.03 -0.15 0.134
H 1.415 1.906 -0.918 -0.24 -0.07 0.15 0.143
H -1.278 1.096 -1.541 0.08 0.20 0.16 0.140
```
Forces are in eV/Å.

Summary:
**E**: -361.7909 Ha
**Energy relative to the best compared isomer or geometry (same formula, charge and spin)**: 236.1 kJ/mol
**Molar mass**: 101.10 g mol⁻¹
**SMILES string**: C=C(N)OCC=O